Molecular formula: C8H5N2O5Ru
Method: DFT, the ωB97M-V functional and the def2-TZVPD basis

```
! wB97M-V def2-TZVPD RIJCOSX def2/J DEFGRID3
* xyz 2 6
O 4.8760 -2.4454 0.7777
C 3.9086 -1.8289 0.8030
Ru 0.1433 -0.1181 -0.2289
C -1.2638 1.0341 0.6131
O -1.7851 1.9246 1.1523
C -0.6432 -0.4836 -1.8794
O -1.1223 -0.6988 -2.9221
C -0.2178 -1.7749 0.7244
O -0.4223 -2.7628 1.2846
C 1.2681 1.3466 -0.8366
O 1.9404 2.2049 -1.2194
H 1.4832 -0.9890 -0.6170
N -3.5230 0.1939 -0.8015
C -4.8257 -0.1130 -0.6237
C -4.8806 -0.8649 0.5417
C -3.5706 -0.9529 1.0199
N -2.7382 -0.3575 0.1394
H -3.1350 0.7906 -1.5272
H -5.5937 0.2107 -1.3083
H -5.7518 -1.2862 1.0110
H -3.1962 -1.4170 1.9190
*
```

Computed properties:
HOMO energy (alpha / beta) = -15.62 / -17.96 eV
LUMO (alpha / beta) = -0.286 / -0.478 Eh
expectation value of S² = 8.767
gap between HOMO and LUMO (alpha / beta) = 7.838 / 4.946 eV
total energy = -887.4596 Eh